106
Properties=species:S:1:pos:R:3:forces:R:3:lowdin_charge:R:1 method="wB97M-V/def2-TZVPD" spin_multiplicity=1 energy_ha=-3808.14322 smiles="O=S1(=O)OCCO1.O=S1(=O)OCCO1.O=S1(=O)OCCO1.CNC(C)=O.CNC(C)=O.CNC(C)=O.CNC(C)=O.CNC(C)=O.C1CCOC1" e_lumo_ha=0.0056 homo_lumo_gap_ha=0.32770 mol_weight_da=809.93 e_homo_ha=-0.32207
O 3.027935 -2.375116 2.436997 -1.23 2.83 2.84 -0.252
S 2.301737 -1.492947 3.389879 1.14 1.81 -1.89 0.734
O 1.072582 -1.990149 3.908445 0.00 0.02 0.04 -0.236
O 3.148534 -0.818697 4.600663 0.46 -3.80 -1.15 -0.200
C 2.834358 0.508088 4.850797 0.84 1.17 1.86 -0.192
C 1.943633 1.025362 3.745795 -0.61 -0.61 0.42 -0.152
O 2.110904 0.040897 2.735811 0.27 -2.20 -1.43 -0.232
H 2.463759 0.530897 5.875605 -0.71 0.27 -0.20 0.137
H 3.806259 0.993520 4.939471 -0.05 0.39 -0.52 0.135
H 2.276952 2.013832 3.429672 -0.18 -0.25 -0.45 0.140
H 0.879471 0.989150 3.978961 0.07 0.56 0.39 0.130
O -3.766531 -1.590129 -4.049140 0.73 -0.42 1.93 -0.226
S -2.972547 -1.848948 -2.870049 1.00 -0.29 -0.80 0.683
O -2.345277 -0.729646 -2.178833 -1.26 -1.73 -0.46 -0.257
O -3.718723 -2.921799 -1.887089 -0.99 0.95 -0.68 -0.202
C -2.740407 -3.786849 -1.286359 0.07 0.61 -0.47 -0.157
C -1.789244 -4.064470 -2.413678 0.91 0.38 -0.72 -0.181
O -1.809934 -2.914415 -3.250830 -0.15 2.43 -0.16 -0.221
H -2.325644 -3.133026 -0.519157 0.59 -0.81 0.33 0.115
H -3.114450 -4.752312 -0.945651 -0.68 0.53 0.30 0.144
H -2.054765 -4.761510 -3.208495 -0.16 -1.21 1.13 0.142
H -0.792250 -4.165744 -1.984903 0.08 -0.35 -0.32 0.103
O -4.501969 5.474981 -2.713739 3.06 -2.33 2.23 -0.228
S -3.495534 4.715308 -1.933164 -0.01 -0.18 -1.34 0.795
O -3.675242 4.480276 -0.498823 0.34 0.79 -2.32 -0.276
O -3.078319 3.279868 -2.639586 -2.54 1.17 0.03 -0.193
C -1.706359 3.040486 -2.400116 -0.03 -1.35 -0.19 -0.194
C -1.094228 4.360398 -2.731734 1.53 -1.25 -0.10 -0.220
O -1.954237 5.290865 -2.206097 -2.62 2.21 1.62 -0.194
H -1.655332 2.633005 -1.390424 0.72 0.55 0.27 0.123
H -1.345035 2.244111 -3.050756 -0.33 0.07 -0.18 0.141
H -1.005936 4.529693 -3.804880 0.02 -0.23 -0.08 0.139
H -0.109954 4.394652 -2.264690 0.01 0.48 0.06 0.137
C -4.534743 1.390078 1.460795 -1.73 -0.37 -0.47 -0.073
N -5.392992 2.422572 0.922702 1.01 0.15 0.42 -0.002
C -6.729969 2.420966 0.705239 0.34 -0.14 -0.69 -0.541
C -7.670592 1.329983 1.266477 1.33 0.30 -0.16 0.010
O -7.145201 3.327843 0.015302 -1.27 0.42 -0.22 0.032
H -4.947232 1.169756 2.445393 0.96 -0.29 0.34 0.083
H -3.499992 1.723502 1.381958 -0.16 -0.14 0.52 0.073
H -4.710803 0.530588 0.813979 0.61 -0.56 0.22 0.079
H -4.862251 3.140766 0.450880 -0.69 0.27 -0.15 0.080
H -8.091931 1.761434 2.174456 -0.43 -0.21 -0.15 0.083
H -7.145680 0.411413 1.528773 0.17 0.06 0.17 0.058
H -8.391474 1.048026 0.499071 -0.18 0.49 0.25 0.082
C -0.732878 -4.376887 2.493886 -0.28 0.14 0.87 -0.053
N 0.633605 -4.595817 2.050032 0.23 -1.00 0.27 0.031
C 1.069258 -4.340743 0.810054 -0.85 2.63 -0.23 -0.503
C 2.505560 -4.598776 0.413853 -0.03 -0.24 0.87 -0.002
O 0.311579 -3.693047 0.054538 0.56 -1.06 -0.37 -0.035
H -1.417498 -4.068245 1.703856 0.55 0.15 -0.05 0.075
H -0.728462 -3.661488 3.316257 -0.01 0.48 -0.32 0.070
H -1.190628 -5.243705 2.970519 0.35 -0.54 -0.31 0.081
H 1.328847 -4.812514 2.749881 -0.20 -0.16 -0.09 0.141
H 2.895091 -3.724326 -0.107402 -0.34 -0.35 -0.56 0.081
H 2.526642 -5.551822 -0.114702 0.25 0.28 -0.46 0.087
H 3.191272 -4.683190 1.256920 -0.32 -0.25 0.32 0.071
C -3.215028 5.039000 3.226974 0.44 0.55 0.42 -0.071
N -2.271965 4.713386 2.146988 -0.43 -0.83 0.11 0.011
C -1.084905 4.046935 2.391164 0.43 2.73 -0.61 -0.516
C 0.034623 4.130018 1.308937 -0.68 -0.76 -0.15 0.020
O -0.782647 3.741709 3.524246 -0.01 -1.23 0.53 0.023
H -2.928404 6.012615 3.624484 0.12 0.07 0.31 0.079
H -3.201737 4.339105 4.062474 0.32 -0.17 -0.34 0.079
H -4.258586 5.179856 2.945458 0.16 -0.43 -0.74 0.079
H -2.493631 5.151160 1.264194 0.37 -0.45 -0.08 0.094
H -0.235894 4.656677 0.393764 -0.16 0.40 0.24 0.061
H 0.365810 3.161721 0.933685 -0.24 -0.36 0.24 0.043
H 0.925198 4.547321 1.778855 -0.26 0.30 0.03 0.085
C -0.708268 0.146709 0.987997 0.42 -0.73 -0.33 -0.036
N 0.253187 -0.573159 0.109096 -1.44 -0.54 1.15 0.055
C 0.929165 0.058207 -0.853112 0.66 -1.04 -0.12 -0.586
C 1.698004 -0.730197 -1.894584 0.57 -0.22 0.12 0.019
O 0.959567 1.258370 -0.904027 -0.09 2.43 -0.24 0.030
H -0.953403 -0.471508 1.851605 0.58 -0.08 0.20 0.081
H -1.690697 0.250032 0.527275 0.14 0.48 -0.54 0.063
H -0.282999 1.097738 1.308591 -0.20 -0.14 -0.10 0.062
H 0.117203 -1.573210 0.070508 0.30 -0.13 -0.18 0.092
H 2.631869 -0.224492 -2.140045 -0.29 0.60 0.00 0.075
H 1.077954 -0.743130 -2.790943 0.08 -0.38 -0.04 0.089
H 2.081960 -1.707720 -1.602802 -0.82 -0.36 0.10 0.060
C 7.371999 4.051591 0.874207 0.29 -0.53 -1.01 -0.064
N 6.428788 3.017446 0.512578 0.23 -1.02 -0.82 -0.015
C 5.214667 2.826908 1.037091 -1.65 0.96 -0.27 -0.557
C 4.360426 1.665100 0.485075 1.01 0.54 1.09 0.015
O 4.763860 3.602043 1.869619 -0.02 -0.39 0.44 0.023
H 7.985847 4.114308 -0.024321 0.25 0.48 0.10 0.081
H 8.043340 3.697593 1.656576 -0.26 0.46 0.40 0.085
H 6.885605 5.013931 1.033673 0.09 -0.24 0.39 0.091
H 6.645760 2.437405 -0.285281 0.17 0.14 0.23 0.130
H 4.590771 1.395656 -0.545673 -0.16 0.01 0.09 0.074
H 3.307545 1.871901 0.676894 0.15 0.05 -0.35 0.069
H 4.662359 0.870440 1.167302 -0.22 -0.57 -0.25 0.081
C 3.279710 -4.336542 -3.984724 -0.06 1.28 -0.15 -0.174
C 2.064904 -4.849336 -3.243162 0.07 -1.39 0.10 -0.171
C 1.019254 -5.080178 -4.347230 0.41 1.77 -0.24 -0.193
O 1.712750 -5.017914 -5.590925 1.00 -0.73 -0.17 -0.139
C 3.127186 -4.987109 -5.346342 -0.17 0.13 -0.53 -0.197
H 4.242486 -4.414318 -3.479634 -0.05 -0.71 -0.01 0.114
H 3.195062 -3.257371 -4.112474 -0.24 0.22 -0.22 0.108
H 1.707832 -4.256657 -2.400946 0.03 0.08 -0.14 0.083
H 2.348509 -5.838579 -2.883912 -0.10 -0.13 0.48 0.108
H 0.424843 -4.172653 -4.452936 -0.92 -0.35 0.63 0.112
H 0.443640 -5.999335 -4.238097 -0.06 0.07 -0.03 0.119
H 3.571325 -4.399395 -6.149720 0.01 0.05 0.02 0.119
H 3.551417 -5.988077 -5.425040 0.03 -0.25 0.28 0.115

122
Properties=species:S:1:pos:R:3:forces:R:3:lowdin_charge:R:1 method="wB97M-V/def2-TZVPD" spin_multiplicity=2 energy_ha=-3897.98940 s2=0.75 e_lumo_ha="-0.0023 / -0.0023" homo_lumo_gap_ha="0.30225 / 0.34203" mol_weight_da=997.77 e_homo_ha="-0.30460 / -0.34438"
C -4.258457 -3.388580 -1.147993 -0.06 -0.01 -0.18 0.018
C -2.835621 -3.234277 -1.592579 0.51 -1.46 -1.62 -0.489
O -2.326885 -4.024267 -2.376832 -0.45 1.34 1.38 0.109
O -2.149371 -2.166276 -1.088103 -0.36 -0.31 0.13 -0.016
C -1.272976 -2.530524 -0.016166 0.32 -0.17 0.24 -0.077
C -1.634692 -1.883795 1.348556 -0.13 0.95 -0.84 -0.339
C -1.889969 -2.952492 2.375720 0.09 -0.14 0.18 -0.079
O -0.842183 -3.968813 2.365910 -0.21 -0.06 0.44 0.052
C -0.867543 -4.806573 3.416531 -0.21 -0.28 -0.39 -0.688
F -2.111486 -5.009922 3.920269 0.54 -0.02 -0.27 0.144
F -0.377160 -6.002616 3.016385 -0.16 0.56 0.35 0.146
F -0.114788 -4.378030 4.447462 -0.05 -0.05 -0.16 0.150
C -0.536142 -0.887176 1.737240 -0.20 -0.31 0.56 -0.042
C -0.964608 0.251442 2.688089 1.68 0.19 0.74 -0.436
C 0.123971 0.357970 3.771272 -0.65 0.05 0.08 -0.038
C -0.957464 1.606597 1.952083 -0.30 -0.69 0.08 -0.010
N -2.244772 -0.013395 3.383166 -0.20 1.05 -1.41 -0.121
O -2.548473 0.841842 4.280177 0.01 -0.31 0.43 -0.001
C -3.374447 -0.326448 2.481252 -1.17 -1.12 0.06 -0.457
C -4.152882 0.914539 2.052003 -0.02 -0.36 -0.23 -0.023
C -4.379715 -1.171082 3.294007 0.20 0.78 0.37 -0.015
C -2.945410 -1.079007 1.208003 0.84 -0.07 0.56 -0.049
H -4.870101 -2.541412 -1.439349 0.06 0.34 0.12 0.099
H -4.683728 -4.268586 -1.604771 0.00 -0.24 -0.19 0.080
H -4.312148 -3.532395 -0.076265 -0.01 0.15 0.26 0.061
H -1.233648 -3.613575 0.070165 -0.12 -0.17 -0.04 0.130
H -0.271632 -2.223579 -0.287922 0.20 0.12 -0.20 0.136
H -2.829244 -3.437145 2.131127 -0.16 -0.29 0.07 0.139
H -1.954048 -2.527566 3.370352 0.08 0.09 0.22 0.126
H -0.115953 -0.418444 0.855849 -0.07 0.05 -0.33 0.123
H 0.288786 -1.428350 2.195637 0.13 -0.19 0.10 0.126
H -0.039848 1.252676 4.358571 -0.05 0.14 0.24 0.088
H 0.075983 -0.497466 4.439470 0.36 0.00 -0.16 0.053
H 1.088231 0.460696 3.289553 0.24 -0.22 -0.08 0.091
H -1.186426 1.458615 0.907961 -0.35 0.30 -0.22 0.045
H -1.622614 2.309962 2.432644 -0.13 0.21 0.07 0.071
H 0.050916 1.990571 2.007217 0.23 0.20 -0.12 0.087
H -4.619755 1.357383 2.919722 0.06 0.38 0.10 0.065
H -3.567108 1.611559 1.465970 0.17 0.25 0.11 0.081
H -4.944345 0.560496 1.396521 -0.23 -0.02 -0.11 0.098
H -5.159460 -1.575591 2.660977 -0.01 -0.30 -0.15 0.091
H -3.892991 -1.918632 3.907016 0.01 -0.42 -0.12 0.073
H -4.861028 -0.492333 3.990623 -0.14 0.02 0.25 0.079
H -3.713960 -1.781100 0.919048 -0.46 0.17 -0.11 0.101
H -2.824082 -0.348404 0.419723 0.13 0.01 -0.36 0.128
C -0.128151 3.092348 -2.781214 -0.06 -0.14 0.05 0.041
N -0.447692 2.200043 -1.636118 -0.06 0.00 -0.10 -0.424
O -1.515212 1.618277 -1.641355 -0.03 -0.07 0.03 0.063
O 0.382345 2.104432 -0.756103 0.17 -0.02 -0.13 0.058
H -0.956458 3.072467 -3.476584 -0.05 -0.04 0.04 0.096
H 0.022878 4.087650 -2.384988 0.09 0.01 0.06 0.081
H 0.776822 2.713093 -3.239734 0.05 -0.04 0.08 0.070
C -3.276115 -7.807950 0.093835 0.04 -0.13 -0.08 0.052
N -4.515794 -6.989702 -0.002951 0.08 -0.09 -0.05 -0.445
O -5.406891 -7.391115 -0.715974 -0.06 0.01 -0.02 0.080
O -4.544790 -5.962997 0.644675 0.02 0.08 0.12 0.043
H -3.393988 -8.683318 -0.532754 -0.06 0.02 -0.02 0.094
H -2.451986 -7.188276 -0.247047 0.00 0.05 0.07 0.100
H -3.149322 -8.083410 1.136297 0.04 0.09 0.03 0.100
C -0.442994 7.037435 -5.413961 0.13 0.07 -0.10 0.054
N -0.230135 6.196218 -4.205741 0.02 0.03 -0.06 -0.435
O 0.908691 6.032633 -3.823713 0.04 -0.01 0.06 0.069
O -1.217641 5.725577 -3.679071 -0.06 0.16 -0.08 0.058
H 0.522656 7.380109 -5.765696 0.04 -0.04 0.04 0.093
H -0.935597 6.418305 -6.157077 -0.08 0.00 0.04 0.102
H -1.075364 7.869959 -5.121712 -0.09 -0.06 0.00 0.101
C -2.186979 -2.568968 7.325811 -0.03 -0.05 -0.05 0.052
N -1.730539 -1.162325 7.175063 0.13 0.25 -0.18 -0.430
O -1.043725 -0.873187 6.214981 -0.24 -0.34 0.43 0.054
O -2.084523 -0.387976 8.037118 -0.04 0.04 0.11 0.073
H -1.803619 -3.144613 6.499612 0.12 -0.10 -0.20 0.075
H -1.800515 -2.935514 8.271822 -0.07 0.05 0.04 0.100
H -3.273048 -2.559055 7.329980 0.01 0.03 0.09 0.101
C 3.757169 3.627877 -5.276004 -0.25 0.00 -0.12 0.030
N 2.626760 2.678133 -5.081956 0.28 0.27 -0.24 -0.429
O 1.531454 3.007622 -5.499677 -0.20 -0.08 -0.05 0.027
O 2.858742 1.630760 -4.516879 -0.13 -0.11 0.02 0.063
H 3.383875 4.505769 -5.786045 -0.13 0.00 0.06 0.082
H 4.135912 3.880267 -4.295606 0.06 -0.11 0.07 0.095
H 4.511179 3.118226 -5.865761 0.06 -0.08 0.12 0.078
C 5.835652 -0.933961 -5.537695 -0.01 -0.16 -0.07 0.047
N 6.124605 0.390948 -6.147153 -0.05 -0.10 -0.07 -0.440
O 6.579071 0.415123 -7.267524 0.07 0.04 -0.03 0.076
O 5.875707 1.367097 -5.467818 0.09 0.03 0.01 0.041
H 6.101035 -1.703675 -6.251729 0.01 0.04 -0.05 0.095
H 6.430105 -1.011864 -4.632627 -0.06 0.06 0.05 0.099
H 4.774522 -0.957644 -5.308621 0.01 0.06 0.07 0.095
C -4.196014 4.179062 3.625940 0.17 -0.10 0.00 0.046
N -4.318263 5.308812 2.663795 0.03 -0.08 0.04 -0.453
O -3.538735 5.347716 1.736199 0.02 0.02 -0.05 0.067
O -5.196970 6.117255 2.876541 -0.05 0.05 0.00 0.059
H -3.377864 3.542774 3.312657 0.01 0.01 -0.02 0.067
H -4.004855 4.603886 4.606313 -0.10 0.03 0.02 0.105
H -5.137113 3.639109 3.613114 -0.05 0.07 0.07 0.097
C 2.799180 -4.747429 3.060560 -0.12 -0.24 0.06 0.041
N 4.262704 -4.499340 2.975797 -0.16 -0.08 -0.02 -0.451
O 5.004356 -5.457840 2.956114 0.06 -0.02 0.02 0.070
O 4.612477 -3.339524 2.937311 0.15 0.16 0.02 0.055
H 2.634168 -5.817898 3.093001 0.06 -0.01 -0.02 0.095
H 2.440432 -4.270033 3.967929 0.00 0.15 -0.07 0.087
H 2.337217 -4.306989 2.181988 0.00 0.12 0.05 0.104
C 6.605746 7.574916 -5.522719 -0.01 0.16 -0.08 0.052
N 5.458822 6.646688 -5.327758 0.09 0.08 -0.01 -0.432
O 4.372755 6.991899 -5.741918 -0.06 -0.02 -0.02 0.071
O 5.693842 5.598698 -4.764009 0.14 0.15 0.00 0.061
H 6.247651 8.459199 -6.035298 -0.06 -0.02 0.00 0.094
H 6.995130 7.819736 -4.539546 0.05 -0.09 0.01 0.102
H 7.349681 7.050574 -6.114283 0.03 -0.06 0.08 0.102
C 1.026061 0.460827 -7.795636 -0.10 -0.16 0.06 0.051
N 2.488730 0.669406 -7.971167 -0.10 -0.05 0.07 -0.441
O 3.216156 -0.298583 -7.890041 0.07 -0.01 0.06 0.062
O 2.855285 1.806265 -8.176278 0.10 0.07 0.01 0.063
H 0.848904 -0.592645 -7.617051 0.06 -0.02 -0.01 0.095
H 0.716587 1.064337 -6.946010 0.03 0.09 -0.05 0.082
H 0.539494 0.793596 -8.707235 0.01 0.10 0.02 0.101
C 4.849128 -1.840366 6.215542 0.02 -0.20 -0.12 0.050
N 3.519680 -1.169465 6.187434 0.03 -0.07 -0.08 -0.449
O 2.681281 -1.609275 5.427241 -0.05 -0.06 0.02 0.058
O 3.366606 -0.226708 6.930699 -0.01 0.08 0.05 0.073
H 4.839322 -2.645923 5.491376 -0.02 0.03 -0.05 0.073
H 5.598581 -1.098456 5.960011 -0.01 0.05 0.09 0.103
H 5.001978 -2.216903 7.222383 0.02 0.11 0.04 0.100